# 1
{
  "formula": "C28H46Cl2HoNOP",
  "method": "ωB97M-V/def2-TZVPD",
  "e_lumo_ev": [2.49, 2.49],
  "total_charge": -1,
  "spin_multiplicity": 5,
  "symbols": ["P", "C", "C", "C", "C", "C", "C", "C", "C", "C", "C", "C", "C", "C", "C", "C", "C", "C", "C", "H", "H", "H", "H", "H", "H", "H", "H", "H", "H", "H", "H", "H", "H", "H", "H", "H", "H", "H", "H", "H", "H", "H", "H", "H", "H", "H", "H", "H", "H", "H", "H", "H", "Ho", "Cl", "Cl", "C", "H", "C", "C", "C", "C", "C", "C", "H", "H", "H", "H", "H", "C", "N", "C", "C", "O", "H", "H", "H", "H", "H", "H", "H"],
  "coordinates": [[0.245, 0.131, -0.975], [0.363, 1.899, -1.537], [0.405, 2.173, -3.050], [0.707, 3.660, -3.303], [-0.308, 4.574, -2.606], [-0.385, 4.269, -1.105], [-0.700, 2.787, -0.867], [-1.474, -0.513, -1.238], [-2.063, -0.280, -2.639], [-3.387, -1.045, -2.791], [-4.387, -0.655, -1.694], [-3.783, -0.859, -0.298], [-2.465, -0.090, -0.143], [1.237, -0.803, -2.244], [2.705, -0.342, -2.214], [3.528, -1.041, -3.302], [3.427, -2.567, -3.185], [1.964, -3.025, -3.197], [1.147, -2.331, -2.098], [1.336, 2.190, -1.114], [-0.555, 1.910, -3.513], [1.174, 1.565, -3.536], [0.720, 3.857, -4.382], [1.714, 3.883, -2.924], [-0.045, 5.626, -2.770], [-1.300, 4.421, -3.055], [0.576, 4.508, -0.630], [-1.148, 4.895, -0.627], [-0.753, 2.575, 0.206], [-1.688, 2.559, -1.290], [-1.320, -1.591, -1.096], [-3.184, -2.123, -2.730], [-1.358, -0.594, -3.418], [-2.247, 0.792, -2.785], [-3.815, -0.856, -3.784], [-5.310, -1.237, -1.801], [-4.661, 0.403, -1.817], [-4.491, -0.542, 0.476], [-3.587, -1.928, -0.136], [-2.024, -0.293, 0.834], [-2.664, 0.986, -0.197], [0.809, -0.535, -3.221], [2.775, 0.746, -2.314], [3.128, -0.570, -1.226], [3.161, -0.728, -4.290], [4.575, -0.721, -3.237], [3.892, -2.888, -2.243], [3.986, -3.050, -3.995], [1.904, -4.112, -3.068], [1.519, -2.794, -4.176], [0.106, -2.662, -2.155], [1.511, -2.629, -1.107], [1.157, -0.221, 1.196], [-0.055, -2.299, 1.245], [2.734, 1.567, 0.824], [0.093, 1.001, 2.079], [0.384, 2.050, 1.906], [-1.045, 0.914, 2.986], [-1.775, -0.263, 3.250], [-2.856, -0.243, 4.122], [-3.230, 0.945, 4.760], [-2.518, 2.120, 4.514], [-1.442, 2.104, 3.633], [-1.479, -1.180, 2.749], [-3.411, -1.157, 4.311], [-2.804, 3.045, 5.006], [-0.886, 3.017, 3.432], [-4.074, 0.953, 5.445], [3.962, -2.061, 4.708], [2.546, -2.402, 4.753], [2.028, -3.258, 5.804], [1.695, -1.915, 3.803], [2.139, -1.215, 2.904], [4.531, -2.525, 5.541], [4.086, -0.959, 4.784], [4.407, -2.410, 3.752], [1.254, -2.716, 6.386], [1.583, -4.172, 5.357], [2.828, -3.577, 6.506], [0.637, -2.147, 3.848]],
  "lowdin_spin": [-0.001, 0.000, 0.000, 0.000, 0.000, 0.000, 0.000, 0.000, 0.000, 0.000, 0.000, 0.000, 0.000, 0.002, 0.000, 0.000, 0.000, 0.000, 0.001, 0.000, 0.000, 0.000, 0.000, 0.000, 0.000, 0.000, 0.000, 0.000, 0.000, 0.000, 0.000, 0.000, 0.000, 0.000, 0.000, 0.000, 0.000, 0.000, 0.000, 0.000, 0.000, 0.000, 0.000, 0.000, 0.000, 0.000, 0.000, 0.000, 0.000, 0.000, 0.000, 0.001, 4.036, -0.005, -0.006, -0.021, -0.001, 0.000, -0.002, 0.000, -0.003, 0.000, -0.002, 0.000, 0.000, 0.000, 0.000, 0.000, 0.000, 0.001, 0.000, 0.002, -0.003, 0.000, 0.000, 0.000, 0.000, 0.000, 0.000, 0.000]
}

=====

# 2
{
  "formula": "C28H46Cl2N3PTi",
  "method": "ωB97M-V/def2-TZVPD",
  "e_lumo_ev": [-2.77, -2.69],
  "total_charge": 1,
  "e_above_lowest_ev": 0.000,
  "spin_multiplicity": 2,
  "symbols": ["Ti", "C", "C", "C", "C", "C", "C", "C", "C", "C", "C", "N", "C", "C", "C", "C", "C", "N", "H", "H", "H", "H", "H", "H", "H", "H", "H", "H", "H", "H", "H", "H", "H", "H", "H", "Cl", "C", "Cl", "H", "H", "C", "C", "C", "C", "P", "N", "C", "C", "C", "C", "C", "C", "C", "C", "H", "H", "H", "H", "H", "H", "H", "H", "H", "H", "H", "H", "H", "H", "H", "H", "H", "H", "H", "H", "H", "H", "H", "H", "H", "H", "H"],
  "coordinates": [[1.602, 0.245, 0.042], [0.885, 6.023, -0.818], [1.794, 5.053, -0.063], [1.167, 4.484, 1.193], [1.025, 5.346, 2.279], [0.533, 4.909, 3.493], [0.203, 3.572, 3.650], [0.336, 2.675, 2.601], [0.044, 1.216, 2.848], [1.311, 0.385, 3.088], [0.779, 3.145, 1.356], [0.908, 2.223, 0.275], [0.438, 2.567, -0.892], [0.829, 1.875, -2.055], [0.571, 2.130, -3.404], [1.379, 1.249, -4.124], [2.085, 0.498, -3.184], [1.773, 0.869, -1.930], [1.403, 6.448, -1.678], [0.575, 6.845, -0.173], [-0.024, 5.539, -1.179], [2.693, 5.594, 0.241], [2.136, 4.262, -0.731], [1.327, 6.380, 2.162], [0.427, 5.598, 4.320], [-0.162, 3.214, 4.605], [-0.530, 0.781, 2.029], [-0.578, 1.150, 3.741], [1.754, -0.033, 2.169], [1.094, -0.501, 3.684], [2.086, 0.963, 3.591], [-0.239, 3.414, -0.986], [-0.102, 2.875, -3.798], [1.460, 1.166, -5.195], [2.803, -0.287, -3.371], [3.467, -1.622, -0.021], [4.787, -0.537, 0.482], [4.146, 1.108, 0.666], [5.544, -0.531, -0.292], [5.165, -0.876, 1.438], [-2.488, 0.274, -0.548], [-2.577, -1.157, 0.007], [-3.756, -1.883, -0.651], [-2.897, -1.008, 1.504], [-0.907, -1.992, -0.243], [0.228, -0.913, 0.059], [-0.759, -2.532, -2.037], [-1.160, -1.336, -2.918], [0.708, -2.839, -2.380], [-1.611, -3.747, -2.425], [-0.678, -3.460, 0.921], [0.544, -4.276, 0.477], [-0.335, -2.953, 2.333], [-1.878, -4.414, 0.988], [-3.368, 0.824, -0.206], [-2.479, 0.309, -1.637], [-1.600, 0.786, -0.177], [-4.671, -1.347, -0.389], [-3.870, -2.909, -0.301], [-3.691, -1.893, -1.736], [-3.776, -0.368, 1.592], [-2.085, -0.530, 2.051], [-3.140, -1.950, 1.985], [-0.626, -0.427, -2.636], [-2.230, -1.142, -2.902], [-0.891, -1.570, -3.950], [1.362, -2.030, -2.062], [0.785, -2.916, -3.467], [1.066, -3.774, -1.965], [-2.667, -3.622, -2.192], [-1.261, -4.666, -1.960], [-1.530, -3.884, -3.506], [1.429, -3.651, 0.357], [0.370, -4.827, -0.442], [0.760, -5.009, 1.257], [0.466, -2.215, 2.294], [0.012, -3.805, 2.922], [-1.180, -2.524, 2.856], [-2.149, -4.818, 0.016], [-2.761, -3.957, 1.427], [-1.603, -5.258, 1.626]],
  "nbo_charge": [1.396, -0.593, -0.432, -0.018, -0.194, -0.193, -0.229, 0.055, -0.440, -0.537, 0.078, -0.656, 0.183, 0.012, -0.211, -0.316, 0.012, -0.644, 0.221, 0.214, 0.194, 0.223, 0.212, 0.217, 0.225, 0.216, 0.232, 0.226, 0.115, 0.234, 0.230, 0.213, 0.233, 0.235, 0.206, 0.106, -0.372, 0.110, 0.254, 0.250, -0.609, -0.356, -0.617, -0.606, 1.903, -1.508, -0.360, -0.611, -0.602, -0.617, -0.355, -0.600, -0.607, -0.616, 0.219, 0.222, 0.221, 0.226, 0.217, 0.213, 0.223, 0.216, 0.211, 0.231, 0.208, 0.224, 0.212, 0.222, 0.215, 0.221, 0.211, 0.226, 0.208, 0.212, 0.223, 0.217, 0.219, 0.219, 0.220, 0.214, 0.225]
}

=====

# 3
{
  "formula": "C28H46Cl8O15",
  "method": "ωB97M-V/def2-TZVPD",
  "e_lumo_ev": -0.26,
  "e_above_lowest_ev": 0.000,
  "smiles": "C[C@H]1COC(=O)O1.C[C@H]1COC(=O)O1.C[C@H]1COC(=O)O1.C[C@H]1COC(=O)O1.C[C@H]1COC(=O)O1.ClCCCl.ClCCCl.ClCCCl.ClCCCl",
  "spin_multiplicity": 1,
  "symbols": ["C", "C", "C", "O", "C", "O", "O", "H", "H", "H", "H", "H", "H", "C", "C", "C", "O", "C", "O", "O", "H", "H", "H", "H", "H", "H", "C", "C", "C", "O", "C", "O", "O", "H", "H", "H", "H", "H", "H", "C", "C", "C", "O", "C", "O", "O", "H", "H", "H", "H", "H", "H", "C", "C", "C", "O", "C", "O", "O", "H", "H", "H", "H", "H", "H", "Cl", "C", "C", "Cl", "H", "H", "H", "H", "Cl", "C", "C", "Cl", "H", "H", "H", "H", "Cl", "C", "C", "Cl", "H", "H", "H", "H", "Cl", "C", "C", "Cl", "H", "H", "H", "H"],
  "coordinates": [[-25.029, -2.447, -3.695], [-25.474, -3.157, -2.432], [-25.357, -4.700, -2.486], [-24.636, -5.002, -1.275], [-24.107, -3.879, -0.733], [-23.346, -3.859, 0.171], [-24.612, -2.786, -1.335], [-25.570, -2.764, -4.590], [-23.967, -2.660, -3.851], [-25.180, -1.374, -3.601], [-26.491, -2.840, -2.187], [-24.721, -4.965, -3.330], [-26.272, -5.278, -2.478], [-19.780, -2.377, -2.830], [-20.698, -2.569, -1.651], [-20.067, -2.842, -0.276], [-20.687, -1.909, 0.591], [-21.449, -1.036, -0.099], [-21.976, -0.094, 0.332], [-21.382, -1.309, -1.430], [-18.989, -1.649, -2.635], [-20.349, -2.005, -3.672], [-19.301, -3.328, -3.075], [-21.495, -3.280, -1.888], [-18.980, -2.738, -0.275], [-20.282, -3.867, 0.027], [-24.775, 0.449, -7.018], [-24.042, -0.407, -8.018], [-22.526, -0.165, -8.076], [-21.992, -1.320, -7.396], [-22.956, -2.223, -7.155], [-22.765, -3.284, -6.648], [-24.152, -1.787, -7.591], [-24.956, 1.455, -7.419], [-24.253, 0.592, -6.066], [-25.774, 0.080, -6.783], [-24.575, -0.257, -8.956], [-22.322, 0.701, -7.447], [-22.091, -0.172, -9.068], [-26.933, -0.388, -8.368], [-27.804, -1.163, -7.421], [-28.844, -0.481, -6.534], [-30.076, -0.952, -7.059], [-29.846, -1.994, -7.902], [-30.703, -2.603, -8.408], [-28.509, -2.200, -8.102], [-26.601, 0.584, -7.981], [-27.429, -0.153, -9.318], [-26.010, -0.911, -8.625], [-27.045, -1.613, -6.762], [-28.648, 0.599, -6.567], [-28.679, -0.727, -5.482], [-20.939, 3.506, -9.315], [-20.832, 4.411, -10.493], [-21.671, 5.703, -10.486], [-20.707, 6.745, -10.601], [-19.475, 6.229, -10.797], [-18.544, 6.856, -11.075], [-19.486, 4.897, -10.611], [-20.589, 3.965, -8.390], [-20.405, 2.578, -9.520], [-21.982, 3.208, -9.150], [-21.019, 3.848, -11.409], [-22.239, 5.830, -9.568], [-22.319, 5.690, -11.358], [-22.990, -6.764, -7.529], [-24.478, -5.772, -7.506], [-25.026, -5.792, -6.094], [-26.538, -4.864, -6.103], [-25.152, -6.251, -8.207], [-24.214, -4.769, -7.815], [-24.286, -5.306, -5.459], [-25.165, -6.809, -5.741], [-18.459, -6.796, -5.558], [-18.775, -5.109, -6.009], [-19.689, -5.011, -7.197], [-18.829, -5.519, -8.697], [-17.807, -4.668, -6.249], [-19.117, -4.568, -5.130], [-20.074, -4.020, -7.425], [-20.564, -5.650, -7.112], [-25.221, 2.165, -10.250], [-24.943, 2.086, -12.011], [-25.609, 3.229, -12.743], [-25.010, 4.805, -12.203], [-25.271, 1.122, -12.389], [-23.865, 2.153, -12.154], [-26.686, 3.165, -12.635], [-25.291, 3.164, -13.780], [-24.069, 3.382, -5.006], [-22.848, 4.146, -6.032], [-23.328, 5.428, -6.607], [-24.484, 5.193, -7.952], [-22.573, 3.454, -6.821], [-21.954, 4.379, -5.452], [-22.505, 5.948, -7.105], [-23.676, 6.145, -5.869]],
  "lowdin_charge": [-0.029, -0.288, -0.064, 0.062, -0.574, 0.178, 0.088, 0.039, 0.090, 0.086, 0.152, 0.106, 0.134, -0.023, -0.304, -0.090, 0.073, -0.590, 0.193, 0.060, 0.094, 0.080, 0.077, 0.139, 0.131, 0.132, -0.076, -0.312, -0.044, 0.072, -0.562, 0.141, 0.082, 0.071, 0.082, 0.051, 0.095, 0.127, 0.136, -0.075, -0.318, -0.084, 0.081, -0.558, 0.197, 0.089, 0.053, 0.106, 0.061, 0.130, 0.137, 0.132, -0.031, -0.311, -0.087, 0.074, -0.601, 0.206, 0.089, 0.095, 0.090, 0.068, 0.150, 0.088, 0.098, 0.601, -0.650, -0.668, 0.612, 0.067, 0.042, 0.047, 0.074, 0.552, -0.670, -0.652, 0.523, 0.063, 0.050, 0.057, 0.000, 0.595, -0.631, -0.655, 0.573, 0.080, 0.063, 0.076, 0.073, 0.597, -0.680, -0.652, 0.552, 0.036, 0.087, 0.062, 0.081]
}

=====

Energy for the records above, in order: -93453.879 -91699.070 -160674.975 eV